(1)
The following is a DFT calculation (ωB97M-V with the def2-TZVPD basis set) of C36H37NP2STi as an isolated structure at a distorted geometry.

- spin multiplicity = 3
- HOMO (alpha / beta) (eV) = -5.99 / -6.68
- LUMO level (alpha / beta) (Eh) = -0.0016 / -0.0036
- frontier orbital gap (alpha / beta) (eV) = 5.95 / 6.59

XYZ file:
```
78
Properties=species:S:1:pos:R:3:forces:R:3:mulliken_charge:R:1
C -1.976 1.540 2.549 -1.37 0.58 -0.25 0.599
C -0.347 0.924 -2.255 -0.55 -0.81 -0.23 -0.904
H -3.549 1.841 4.011 -0.03 -0.83 -0.35 0.637
C -0.924 -2.403 -0.690 -0.12 0.44 0.23 0.378
Ti 0.855 -0.063 1.334 -0.44 0.80 -0.99 0.033
H -1.807 -3.795 -1.985 -0.37 -0.31 0.04 0.334
C 1.216 4.266 -0.022 -0.19 0.16 0.29 -0.649
C 2.831 1.355 -5.583 -0.10 0.03 0.14 -0.699
H 3.034 -1.304 1.992 0.08 0.05 -0.53 0.429
H -2.560 2.267 1.958 0.23 -0.17 -0.24 0.422
C -1.756 0.261 5.594 -0.95 -0.19 2.31 -0.608
H -2.401 1.787 7.182 0.25 -0.83 -0.79 0.370
S 2.491 -1.085 5.443 0.21 -0.10 0.71 -0.421
C 1.622 1.905 -0.433 0.67 1.24 -1.41 0.822
C -1.343 -4.747 -4.822 0.20 0.18 0.19 -0.517
H 2.879 5.422 0.762 -0.14 -0.41 -0.18 0.395
H 2.069 -0.536 -6.245 0.08 -0.08 0.25 0.442
C 2.534 -1.107 1.025 1.40 -0.81 -0.23 -1.048
C -0.774 2.230 3.107 0.33 0.67 0.21 -0.159
C 3.376 3.327 0.487 0.09 0.17 0.19 -0.785
H 3.077 -0.354 0.426 0.31 -0.73 0.36 0.102
H -3.634 -3.381 1.895 0.57 0.18 -0.03 0.393
H -1.693 3.764 5.881 0.39 -0.43 -0.11 0.424
N 0.936 -0.293 3.249 1.80 -1.07 5.07 -0.609
H -2.192 -0.280 -2.649 0.39 0.44 -0.36 0.550
C 2.096 -0.403 -4.088 -0.48 0.15 0.08 -0.521
H -1.684 0.757 1.820 0.02 0.18 0.38 -0.433
C -1.149 -2.357 -4.527 -0.15 -0.73 0.45 -0.865
C 2.528 4.437 0.439 -0.22 -0.29 -0.22 -0.606
H -2.669 2.806 4.820 0.15 0.37 0.36 0.148
C -0.847 -1.786 0.597 -0.91 1.05 -1.47 -0.346
C 0.564 -3.831 -3.635 -0.82 0.25 0.18 -0.288
H 2.951 1.765 -6.591 -0.05 -0.21 0.39 0.371
C -2.501 -0.005 4.534 -0.06 -0.72 -0.21 -0.091
H -1.950 -5.607 -5.094 0.28 0.11 -0.18 0.423
H 0.549 5.127 -0.089 0.17 -0.24 0.15 0.381
H -2.732 -3.290 -5.635 0.25 -0.09 -0.07 0.375
H -0.539 1.948 -2.570 -0.30 -0.16 0.26 0.884
H 2.478 -2.024 0.431 0.10 -0.03 0.04 0.247
H -0.307 2.886 -0.713 0.61 0.22 0.00 0.458
H -3.381 -4.650 -0.253 -0.16 0.28 0.31 0.416
C 3.237 2.087 -4.473 0.32 -0.11 -0.11 -0.520
C -1.733 2.791 5.359 -0.16 -0.42 0.49 -0.710
H 0.401 2.748 4.787 -0.51 0.61 -0.47 0.304
C 3.013 1.615 -3.179 -0.40 0.24 -0.51 -0.672
C 2.305 0.078 -5.378 0.49 0.13 0.00 -0.462
P 1.207 0.407 -1.436 0.68 0.52 1.50 1.423
C -1.846 -3.383 -0.986 0.17 -0.57 0.69 -0.654
P -0.053 -1.579 -2.056 0.47 -1.33 -0.79 1.256
C 1.570 -0.615 4.251 -2.22 1.08 -4.09 0.410
H 4.398 3.441 0.852 -0.30 -0.03 -0.05 0.417
H -1.352 -0.591 6.189 -0.34 0.61 -0.57 0.367
H 3.643 1.235 0.125 -0.26 0.50 -0.41 0.414
H -1.361 -1.335 -4.859 -0.44 -0.34 0.74 0.538
C 2.252 0.462 -2.980 0.86 0.21 0.15 0.608
H -1.983 -1.605 2.507 0.29 -0.10 -0.73 0.522
H -0.025 2.528 2.334 0.01 -0.87 0.85 0.244
H 1.759 -1.434 -3.977 -0.12 0.61 0.03 0.610
C -3.042 0.978 3.548 -0.36 0.10 -0.66 -1.497
H 3.723 3.046 -4.611 0.06 -0.07 0.03 0.418
H 0.394 -5.890 -4.253 0.01 0.14 -0.01 0.356
H -2.740 -1.068 4.341 0.53 0.58 -0.13 0.517
C -0.180 -2.626 -3.529 -0.21 0.00 -0.75 0.191
C -0.621 2.618 4.385 0.82 0.29 -0.88 -0.496
C -1.889 -2.095 1.526 0.26 -0.33 -0.20 0.175
C -1.127 -0.169 -2.426 0.42 0.38 0.45 -0.697
C 2.949 2.079 0.044 -0.46 0.20 0.38 -0.756
H -3.811 0.472 2.947 0.18 0.13 0.01 0.460
H -0.358 -0.729 0.269 -1.59 -1.20 0.72 -0.193
C -1.690 1.602 6.334 1.06 0.45 -0.06 -0.717
H 3.378 2.187 -2.334 -0.31 0.16 -0.11 0.339
H 1.591 -3.909 -3.254 -0.71 -0.09 0.45 0.487
C -1.822 -3.453 -5.061 0.34 -0.13 -0.30 -0.594
C -0.069 -4.908 -4.253 -0.37 -0.04 -0.33 -0.665
H -0.685 1.622 6.792 -0.30 0.11 0.12 0.346
C -2.813 -3.120 1.217 0.48 0.01 -0.28 -0.660
C -2.734 -3.813 0.000 0.05 0.25 -0.34 -0.675
C 0.744 3.015 -0.419 0.40 0.00 0.39 -0.920
```
Positions in Å, forces in eV/Å.

***

(2)
The following is a DFT calculation (ωB97M-V with the def2-TZVPD basis set) of a 6-piece molecular cluster, C36H38BN2O11S overall at a distorted geometry.

- HOMO (eV) = -11.20
- LUMO level (Eh) = -0.1392
- charge = +1
- frontier orbital gap (eV) = 7.41

XYZ file:
```
89
Properties=species:S:1:pos:R:3:forces:R:3:mulliken_charge:R:1
C 10.519 -6.038 1.994 0.25 -0.07 0.24 -0.414
C -1.807 -0.317 -2.750 -0.20 0.13 0.19 -0.565
O 8.798 -5.558 0.458 0.01 0.07 0.35 -0.520
H 4.282 -0.744 -2.878 1.01 -2.19 1.24 0.410
C -6.243 4.203 -1.112 0.10 -0.41 0.21 -0.286
O -9.528 4.018 -0.236 -0.17 0.59 0.13 -0.580
C -2.560 2.561 4.597 0.55 -0.43 0.39 0.214
C 4.869 -1.637 -2.346 0.58 0.39 -0.40 -0.801
H 1.249 0.108 -1.124 0.01 0.04 -0.03 0.527
C -10.094 6.172 -1.003 -0.14 0.43 -0.11 -0.199
H -11.217 6.946 2.688 0.00 0.03 -0.04 0.414
H 2.921 -4.327 2.579 1.06 -1.06 -0.89 0.278
C -2.619 0.240 -1.846 0.03 -0.38 -0.20 -0.404
H -5.665 2.213 -0.656 0.00 0.00 -0.02 0.458
O -5.402 4.711 2.581 0.50 -0.42 0.33 -0.514
H 5.459 -2.204 -3.208 -1.64 0.95 1.82 0.322
H 4.295 -6.171 -2.981 1.29 0.49 -0.53 0.211
C -2.745 2.411 3.140 -0.20 0.15 -0.31 -0.003
C -4.552 4.069 3.183 -0.56 0.43 -0.38 0.287
H -2.178 -0.735 -3.678 0.02 0.01 0.02 0.448
C 6.004 -0.987 -1.354 0.67 0.71 -0.07 -0.822
O -4.877 1.542 -3.038 -0.36 0.57 -0.10 -0.607
H -10.315 4.688 2.145 0.01 0.00 -0.05 0.419
O 10.511 -5.364 5.487 -0.38 -0.02 -0.99 -0.524
H -3.691 0.303 -1.993 0.17 -0.01 0.05 0.511
C -11.014 7.726 0.656 -0.35 0.92 0.18 0.343
H -3.292 3.615 6.367 0.02 -0.03 -0.04 0.406
H -6.567 4.471 -0.114 0.02 0.00 -0.01 0.546
H 11.119 -6.460 1.196 -0.04 0.02 0.01 0.424
C 8.360 -4.932 2.687 0.02 0.05 0.40 -0.271
H 6.778 -3.619 -1.903 -1.54 -1.26 1.32 0.244
H 2.572 -5.031 1.096 1.32 -0.40 1.16 0.297
C -6.363 5.250 -2.146 -0.36 0.82 0.28 0.312
O 0.393 -0.899 -3.359 -0.29 0.31 0.46 -0.602
H 1.518 -2.492 -2.359 2.32 -0.97 -0.58 0.022
C -10.578 7.384 -0.712 0.18 -0.34 -0.33 -0.401
H -10.672 8.163 -1.459 0.00 -0.01 0.06 0.406
H 6.911 -4.632 -0.317 -1.47 0.33 -1.76 -0.125
H 5.420 -5.857 -4.227 -0.47 0.19 1.27 0.229
H -5.119 3.429 -4.803 -0.01 -0.02 0.02 0.428
C -0.634 0.727 -0.367 0.55 -0.11 -0.03 -0.249
N 5.134 -5.612 -3.253 1.05 -0.73 0.00 -0.436
S 4.459 -4.180 -0.867 0.87 0.10 -0.45 -0.039
H -0.264 1.145 0.562 -0.01 0.02 0.00 0.454
H 7.089 -1.281 -1.755 -2.40 0.55 1.11 0.259
C 10.116 -5.409 4.330 0.47 0.00 1.11 0.276
C -5.443 3.697 -3.805 -0.09 0.40 -0.14 -0.432
C -3.672 3.113 2.481 0.30 -0.25 -0.03 -0.100
C -5.927 4.908 -3.514 0.19 -0.31 -0.36 -0.502
H -6.021 5.687 -4.261 -0.01 -0.01 0.04 0.432
N 3.373 -4.846 1.772 -0.20 3.82 -2.56 -0.561
H -9.770 5.905 -2.002 0.01 0.00 0.05 0.429
H 2.805 -2.844 -3.772 -0.57 -0.26 2.73 0.296
C 0.177 0.171 -1.271 -0.13 0.19 0.46 -0.438
O -2.835 1.310 0.242 0.58 -0.37 -0.56 -0.435
H 7.390 -4.551 2.392 0.00 0.04 0.03 0.424
C 6.289 -5.828 -2.261 -1.86 -0.32 0.96 -0.523
H 5.962 -6.769 -1.604 1.32 2.03 -1.25 0.236
H -2.093 1.705 2.640 -0.09 0.04 0.01 0.383
H -5.019 4.925 5.140 0.00 -0.01 -0.04 0.425
H 8.190 -4.462 4.749 0.05 -0.02 0.00 0.436
H 7.324 -5.998 -2.779 -2.07 0.53 1.16 0.376
C -3.439 3.517 5.299 -0.35 0.32 0.01 -0.439
C 10.949 -5.990 3.258 0.07 -0.12 -0.47 -0.421
C -5.322 2.650 -2.771 0.07 -0.38 0.03 0.378
C 3.773 -2.604 -1.606 -1.25 2.26 -1.20 0.512
B 4.338 -3.895 1.024 -0.46 0.14 3.71 0.482
C -2.092 0.802 -0.587 -0.62 0.25 0.28 0.328
C -10.894 6.679 1.689 0.13 -0.47 0.15 -0.321
O -6.808 6.358 -1.879 0.28 -0.77 -0.22 -0.561
H 5.989 0.204 -1.373 -0.16 -2.64 -0.05 0.297
C -0.349 -0.391 -2.530 0.05 -0.18 -0.65 0.436
C -9.973 5.125 0.030 0.27 -0.63 -0.19 0.507
H 2.349 -4.209 -2.516 0.31 2.57 -0.29 0.306
O -1.710 1.919 5.199 -0.48 0.37 -0.38 -0.567
C 9.193 -5.513 1.615 -0.04 -0.05 -0.32 0.511
H 11.919 -6.371 3.553 -0.04 0.02 0.02 0.411
O 5.103 -2.856 1.743 -2.92 -0.80 -2.00 -0.493
H 3.297 -1.968 -0.729 1.11 -1.48 -1.52 0.232
C 2.524 -3.035 -2.628 0.21 -1.10 -0.18 -0.766
C -4.366 4.219 4.640 0.20 -0.09 0.42 -0.446
C 6.261 -4.468 -1.286 2.50 -0.99 -0.66 0.133
O -11.459 8.834 0.922 0.31 -0.80 -0.17 -0.553
H 4.514 -2.032 1.755 1.35 -1.46 0.22 0.312
C -5.759 2.992 -1.403 -0.12 0.28 0.20 -0.187
H 5.895 -1.290 -0.224 0.26 0.35 -2.29 0.169
C -10.410 5.468 1.398 -0.18 0.31 0.31 -0.458
C 8.789 -4.885 3.951 -0.45 0.13 -0.35 -0.409
H -3.820 3.015 1.412 0.01 0.00 0.12 0.377
```
Positions in Å, forces in eV/Å.